Entry 1:
# C32H27AsBrN4O12SZr

A structure of composition C32H27AsBrN4O12SZr at a distorted geometry (wB97M-V/def2-TZVPD, the Open Molecules 2025 dataset).

Geometry (Å):
Zr  0.457  0.936  -0.532
O  0.204  -4.510  -1.494
C  -0.238  -3.876  -2.607
C  0.063  -4.493  -3.812
C  -0.512  -4.035  -5.028
C  -1.387  -2.923  -4.967
C  -1.448  -2.196  -3.770
C  -0.993  -2.712  -2.553
C  -0.931  -1.757  -1.367
O  0.036  -0.806  -1.528
N  -2.264  -1.090  -1.248
N  -2.248  -0.273  -0.125
C  -3.202  -0.179  0.643
C  -3.247  0.699  1.887
Br  -2.948  2.573  1.481
C  -3.368  0.253  3.160
C  -3.256  -1.128  3.615
C  -4.054  -1.599  4.669
C  -3.730  -2.814  5.295
C  -2.709  -3.627  4.827
C  -1.972  -3.208  3.696
C  -2.238  -1.943  3.156
H  0.486  -3.890  -0.787
H  0.801  -5.307  -3.838
H  -0.224  -4.553  -5.946
H  -1.781  -2.426  -5.877
H  -1.916  -1.225  -3.836
H  -0.878  -2.282  -0.401
H  -3.009  -1.757  -1.220
H  -4.103  -0.806  0.575
H  -3.360  0.946  3.932
H  -4.899  -1.025  4.965
H  -4.323  -3.172  6.132
H  -2.446  -4.609  5.288
H  -1.202  -3.879  3.279
H  -1.525  -1.521  2.500
O  -1.917  2.717  -3.556
C  -0.976  2.278  -2.893
O  -1.043  1.675  -1.759
C  0.432  2.614  -3.355
C  0.683  3.391  -4.446
C  1.941  3.921  -4.545
C  2.870  3.763  -3.512
C  2.527  2.850  -2.475
N  1.291  2.290  -2.406
H  -0.118  3.539  -5.154
H  2.277  4.508  -5.467
H  3.796  4.300  -3.430
H  3.263  2.652  -1.701
O  2.106  0.435  3.063
As  0.362  0.646  3.096
O  2.418  0.182  -0.436
O  -0.027  0.535  1.400
C  0.272  2.601  3.439
C  -0.099  2.804  4.808
C  0.171  4.038  5.416
C  0.645  5.090  4.690
C  0.994  4.919  3.364
C  0.836  3.670  2.727
S  1.223  3.638  0.995
O  1.734  4.980  0.729
O  2.190  2.561  0.845
O  0.022  3.257  0.179
H  2.506  1.016  2.450
H  -0.319  1.933  5.358
H  -0.077  4.170  6.432
H  0.731  6.084  5.087
H  1.406  5.706  2.722
O  4.283  0.081  -2.503
C  3.669  -0.917  -2.139
C  3.948  -2.331  -2.578
C  3.089  -3.195  -1.639
C  2.356  -2.194  -0.756
O  1.603  -2.503  0.173
N  2.754  -0.942  -1.097
H  5.002  -2.494  -2.375
H  3.655  -2.454  -3.647
H  3.619  -3.920  -1.060
H  2.267  -3.682  -2.212

energy: -7612.8400 Eh
frontier orbital gap (spin up / spin down): 8.67 / 8.67 eV
net charge: -1



Entry 2:
# C23H12ClN4O8W

A structure of composition C23H12ClN4O8W at a distorted geometry (wB97M-V/def2-TZVPD, the Open Molecules 2025 dataset).

Geometry (Å):
W  0.183  -0.248  0.556
Cl  5.688  4.463  -0.650
C  4.564  3.195  -0.479
C  4.994  1.865  -0.560
C  4.098  0.808  -0.435
C  2.779  1.097  -0.216
O  1.832  0.091  -0.112
C  2.307  2.416  -0.124
C  0.932  2.709  0.033
N  -0.038  1.844  0.231
C  -1.402  2.279  0.167
C  -1.893  3.544  0.357
C  -3.272  3.790  0.195
C  -4.130  2.785  -0.159
C  -3.643  1.467  -0.334
C  -4.440  0.371  -0.723
C  -3.872  -0.880  -0.876
C  -2.532  -1.065  -0.597
N  -1.732  -0.039  -0.226
C  -2.275  1.235  -0.144
C  3.227  3.468  -0.270
H  6.043  1.662  -0.732
H  4.432  -0.217  -0.524
H  0.651  3.754  -0.060
H  -1.250  4.368  0.640
H  -3.645  4.793  0.347
H  -5.184  2.985  -0.306
H  -5.499  0.516  -0.905
H  -4.460  -1.730  -1.193
H  -2.077  -2.045  -0.670
H  2.891  4.496  -0.212
O  0.570  -1.085  4.630
C  0.363  -1.666  3.694
O  0.171  -0.122  2.235
C  0.157  -2.873  2.975
C  0.152  -3.957  3.876
C  -0.014  -5.228  3.391
C  -0.189  -5.476  2.046
C  -0.209  -4.403  1.172
C  -0.022  -3.092  1.578
O  0.077  -2.121  0.631
N  -0.462  -4.719  -0.260
O  -0.076  -5.788  -0.639
O  -1.063  -3.883  -0.908
N  -0.005  -6.365  4.354
O  0.154  -6.067  5.512
O  -0.156  -7.457  3.872
H  0.283  -3.817  4.944
H  -0.311  -6.492  1.686

energy: -2230.7272 Eh
frontier orbital gap: 5.36 eV
net charge: +3



The evaluated ΔE to the lowest compared entry with this formula, charge and spin for the records listed, in turn: 39.96; 7.88 kcal per mole.